Entry 1:
Density functional theory data (ωB97M-V/def2-TZVPD) for 2 unconnected molecules or ions with the total composition C8H19NO3P.

Calculated values
Total energy: -937.699586 a.u.
Multiplicity: 1
E_LUMO: -3.68 eV
Charge: +1
Largest force on an atom: 0.10348 Eh/bohr

Last column: natural (NBO) charge in e.
Cartesian coordinates (Å):
C  2.72  0.60  -0.17  0.223
C  3.18  -0.80  -0.03  0.141
C  3.34  -1.73  -1.26  -0.626
C  3.71  -1.24  1.27  -0.640
C  -0.44  -0.63  2.54  -0.649
C  -4.02  2.33  -1.59  -0.655
C  -1.41  -0.33  1.44  -0.093
C  -3.79  0.91  -0.96  -0.092
N  1.84  -0.23  0.17  -0.402
O  -0.14  0.82  -1.89  -1.018
O  -0.69  0.00  0.24  -0.855
O  -2.53  0.68  -1.57  -0.814
P  -1.25  1.26  -0.82  1.644
H  2.72  1.64  -0.47  0.262
H  2.71  -1.44  -1.99  0.215
H  3.11  -2.80  -1.05  0.245
H  4.43  -1.56  -1.65  0.247
H  3.92  -2.37  1.27  0.243
H  2.97  -1.15  1.96  0.221
H  4.62  -0.63  1.59  0.246
H  0.62  -0.20  2.34  0.199
H  -0.68  -0.29  3.56  0.250
H  -0.29  -1.65  2.56  0.219
H  -5.03  2.86  -1.47  0.230
H  -3.42  3.07  -1.00  0.212
H  -3.72  2.40  -2.70  0.234
H  -2.07  0.58  1.86  0.192
H  -2.24  -1.21  1.24  0.212
H  -4.58  0.31  -1.34  0.213
H  -3.85  0.91  0.07  0.187
H  -0.48  0.12  -2.51  0.520
H  0.72  -0.23  0.33  0.487

---

Entry 2:
Density functional theory data (ωB97M-V/def2-TZVPD) for 2 unconnected molecules or ions with the total composition C4H14N3.

Calculated values
Total energy: -324.655544 a.u.
Multiplicity: 1
E_LUMO: -3.01 eV
Charge: +1
Largest force on an atom: 0.11232 Eh/bohr

Last column: natural (NBO) charge in e.
Cartesian coordinates (Å):
C  -2.75  0.65  -0.62  -0.434
C  2.59  -0.01  0.56  -0.488
C  -3.60  0.24  0.37  -0.380
C  0.39  -1.08  0.59  -0.429
N  1.14  -0.08  -1.40  -0.607
N  0.67  1.27  0.46  -0.615
N  1.17  -0.02  -0.01  0.063
H  -2.25  1.54  -0.45  0.180
H  -2.51  0.08  -1.58  0.213
H  0.85  -1.47  1.48  0.244
H  3.09  0.98  0.87  0.273
H  2.62  -0.65  1.53  0.245
H  3.44  -0.47  -0.05  0.265
H  -3.83  0.99  1.17  0.201
H  -4.31  -0.66  0.50  0.226
H  0.35  -1.94  -0.05  0.232
H  -0.60  -0.78  0.84  0.260
H  1.05  -1.13  -1.71  0.389
H  1.89  0.28  -1.88  0.391
H  -0.30  1.27  0.48  0.382
H  1.06  1.52  1.37  0.389